The following is a quantum chemistry calculation of 10 unconnected molecules or ions with the total composition C31H63FN3O13S4 at a distorted geometry, from the Open Molecules 2025 dataset.

Properties
2S+1	1
LUMO	-2.96	eV
E_tot	-4053.184065	Ha
orbital gap	8.194	eV
total charge	+1
F_max	0.298	hartree/bohr
relative energy (zero: lowest compared OMol25 entry of this formula, charge and spin)	0.0	kcal per mole

Each line ends with the Löwdin charge.
Positions of all 115 atoms, in Å:
S  4.095  -3.381  0.535  0.63
S  -5.865  2.592  -4.702  0.72
S  4.007  2.034  3.086  0.71
S  3.598  4.862  -2.017  0.63
F  1.823  -4.305  -6.226  0.03
O  -5.184  2.983  -5.954  -0.32
O  -3.054  1.335  6.564  0.10
O  3.513  -2.069  0.435  -0.34
O  4.323  3.097  4.009  -0.31
O  3.922  5.161  -0.725  -0.25
O  -2.792  0.198  2.523  -0.30
O  -5.546  -2.271  1.809  0.12
O  2.778  1.289  3.145  -0.31
O  -6.686  3.633  -4.007  -0.34
O  -1.804  -1.393  -0.918  -0.22
O  4.500  -4.150  -0.541  -0.25
O  1.101  1.613  0.699  0.14
O  4.545  4.853  -3.119  -0.29
N  -1.130  0.730  0.469  0.01
N  -1.795  0.160  4.822  0.00
N  -3.275  -1.960  1.218  0.03
C  -5.272  -0.846  -0.077  0.02
C  5.395  0.938  2.845  -0.20
C  -4.402  -0.206  5.361  0.01
C  -5.452  0.292  -3.746  -0.30
C  -3.128  0.446  5.666  -0.28
C  1.917  3.408  -3.072  -0.27
C  2.615  -3.385  -4.238  0.01
C  1.542  -3.998  -4.900  -0.24
C  4.141  2.783  1.495  -0.26
C  -2.745  -3.143  1.874  -0.02
C  5.485  -3.130  1.692  -0.27
C  5.699  0.887  1.407  -0.17
C  0.315  -4.046  -4.254  -0.02
C  -4.883  1.600  -3.685  -0.30
C  2.450  -2.869  -2.901  -0.06
C  2.857  3.320  -2.103  -0.31
C  0.415  0.663  0.841  -0.34
C  0.830  -0.728  1.365  0.02
C  4.028  -4.308  2.990  -0.21
C  0.167  -3.565  -2.957  -0.09
C  1.347  4.814  -3.182  -0.18
C  -7.035  1.408  -5.047  -0.25
C  3.102  -4.195  1.709  -0.21
C  2.274  5.805  -2.597  -0.23
C  -0.645  1.112  5.008  -0.01
C  -6.297  0.073  -4.925  -0.20
C  4.677  1.739  0.671  -0.25
C  -4.760  -1.786  1.012  -0.34
C  4.990  -3.174  2.986  -0.32
C  -1.657  1.993  -0.234  0.01
C  1.202  -2.936  -2.282  -0.10
H  -0.876  -3.677  -2.430  0.14
H  6.460  1.504  1.366  0.08
H  -2.109  0.148  3.762  0.04
H  1.107  -2.532  -1.295  0.07
H  1.829  6.358  -1.815  0.10
H  -6.265  -1.185  -0.586  0.14
H  3.731  1.108  0.222  0.16
H  -1.092  2.124  5.164  0.10
H  2.603  3.239  -3.846  0.13
H  -7.071  -0.883  -4.973  0.18
H  -3.084  -3.295  2.991  0.14
H  3.289  -4.263  3.903  0.15
H  -4.618  -0.915  6.139  0.10
H  -4.645  -0.994  -0.874  0.02
H  -2.479  1.673  -0.977  0.11
H  5.437  -3.357  4.029  0.16
H  3.241  -2.427  -2.496  0.04
H  -6.126  0.119  -2.739  0.16
H  6.182  -2.300  1.576  0.12
H  -0.464  -4.442  -4.711  0.06
H  -3.218  -1.217  1.907  0.05
H  4.996  2.192  -0.218  0.09
H  -5.339  0.447  5.292  0.15
H  2.431  3.397  -1.145  0.09
H  2.595  6.518  -3.395  0.14
H  -1.453  -1.514  -1.633  -0.20
H  -0.774  2.217  -0.862  0.08
H  -5.712  -0.205  -5.740  0.09
H  4.435  -2.190  3.206  0.13
H  0.803  -1.555  0.613  0.07
H  3.272  3.067  1.409  -0.01
H  -4.581  -0.365  -3.635  0.12
H  -3.074  -3.895  1.315  0.05
H  -7.675  1.621  -5.872  0.13
H  0.936  5.064  -4.168  0.13
H  5.637  -0.024  0.812  0.12
H  6.143  -3.995  1.505  0.13
H  0.396  4.690  -2.553  0.14
H  4.495  -5.279  2.989  0.11
H  -1.677  -3.306  1.979  0.09
H  3.418  2.468  -2.185  0.11
H  5.050  -0.080  3.176  0.11
H  0.185  -0.794  2.172  0.04
H  -5.328  0.163  0.127  0.06
H  -4.456  -0.928  4.670  0.02
H  -2.748  -1.744  0.267  0.10
H  6.155  1.084  3.431  0.05
H  -3.567  0.718  2.265  0.04
H  3.619  -3.360  -4.878  0.16
H  -1.378  -0.171  -0.085  0.06
H  -1.530  -0.835  5.016  0.18
H  1.214  2.750  -3.084  0.07
H  2.280  -3.467  1.794  0.09
H  -1.948  2.772  0.511  0.11
H  -4.844  2.054  -2.685  0.11
H  2.695  -5.159  1.371  0.12
H  -1.708  0.660  1.327  0.06
H  -0.286  0.715  6.057  0.14
H  4.681  3.830  1.247  0.18
H  -3.809  1.527  -3.874  0.12
H  2.028  -0.611  1.559  0.13
H  0.045  1.116  4.105  0.10
H  -7.679  1.675  -4.343  0.05

Forces on atoms 1 to 6 (eV/Å):
S 0.9 2.8 3.8
S -1.5 5.5 -3.3
S 2.1 2.6 0.1
S 1.9 -0.9 -6.9
F -1.2 -0.2 1.6
O -0.2 -0.6 2.2